{
  "formula": "C5H13F4KN2O16PS5",
  "method": "the ωB97M-V functional and the def2-TZVPD basis",
  "species": ["O", "N", "H", "H", "O", "O", "O", "K", "F", "O", "O", "O", "O", "S", "F", "H", "H", "H", "C", "H", "O", "O", "O", "H", "H", "C", "H", "O", "C", "S", "O", "N", "F", "C", "S", "C", "H", "S", "O", "O", "H", "H", "P", "S", "F", "O", "H"],
  "xyz": [[5.112508, -0.427906, 1.380021], [2.813458, 0.539397, 0.539595], [1.334013, -6.323017, -0.502596], [-4.439498, 2.612760, 0.381010], [-0.757909, 2.181295, -0.560445], [0.254347, -4.362247, -2.827679], [4.715643, -0.289133, -1.061285], [0.349608, -0.235231, -0.094430], [0.360446, -2.982244, 1.554665], [0.160997, -3.035542, 3.906420], [-2.598424, -0.174647, 2.128737], [2.921981, 1.988354, -1.496487], [-1.922185, -0.610617, 4.464512], [4.208373, -0.337236, 0.279127], [-0.995709, 1.184631, 3.251622], [1.082566, -6.210217, -2.906435], [-0.427915, 3.806557, 1.294067], [0.675755, 4.044011, -1.639368], [-1.350865, 4.386217, 1.319681], [-0.290376, -6.017822, -0.258786], [-3.187139, 2.613741, -1.280599], [-1.799704, -3.058868, 2.474356], [-1.322413, 3.899886, -2.350313], [-3.217196, 1.297630, 0.337928], [0.055006, 5.419306, -2.591848], [-3.896266, 1.917076, -0.254781], [0.454904, 3.873554, -3.359129], [-1.980998, 4.398012, 0.019531], [0.030790, 4.337140, -2.468786], [-1.526566, -0.322579, 3.101660], [1.494764, -2.272673, -1.923637], [-0.217937, -0.828355, 2.518932], [3.457086, -1.764506, 0.272495], [0.554273, -5.636690, -0.843878], [-0.522588, -2.474467, 2.777585], [0.308110, -5.699971, -2.331796], [-2.039583, 3.979587, 2.055525], [3.234706, 1.872743, -0.084286], [-0.806226, -2.661457, -1.212435], [0.906560, -4.321732, -0.545297], [-1.077767, 5.419911, 1.522028], [-0.646322, -6.156096, -2.598627], [-1.748235, 3.184805, -0.991930], [0.449633, -3.227546, -1.630717], [2.006913, 2.730116, 0.545691], [4.396559, 2.550832, 0.404351], [-4.567160, 1.193238, -0.713967]],
  "forces_ev_per_angstrom": [[-0.5, 0.5, -0.3], [2.8, -2.4, 0.5], [0.5, 0.5, -0.4], [0.0, 0.0, 0.0], [-0.3, 0.0, 0.3], [0.2, 2.0, 0.9], [-0.1, 0.6, 0.7], [-0.2, 0.3, -0.2], [0.2, 0.5, -0.1], [-0.3, 1.0, -0.3], [0.9, -0.4, 0.7], [0.5, -0.2, 1.0], [0.7, -0.7, -1.3], [-0.7, -2.9, 0.1], [-0.1, 0.2, -0.1], [0.1, 0.1, 0.2], [-0.1, -0.2, 0.0], [-0.2, -0.1, 0.1], [0.4, 0.1, -0.3], [-0.4, 0.8, -0.1], [0.2, 0.5, -0.8], [0.2, 1.3, 0.0], [-1.1, -0.4, 0.5], [0.1, 0.3, 0.2], [-0.2, 0.0, 0.1], [0.3, -0.8, 0.5], [-0.1, 0.0, 0.0], [0.2, -0.5, -0.1], [0.7, 0.0, -0.4], [-4.5, 5.5, 1.5], [-1.0, -1.8, 0.1], [0.6, -4.7, 0.2], [0.1, 0.4, 0.4], [-0.2, -1.6, 0.7], [2.3, -2.6, -0.2], [-0.3, -0.2, -1.2], [0.0, 0.1, 0.1], [-2.2, 5.1, -2.3], [0.6, -0.7, -0.7], [0.6, 1.4, -0.2], [-0.2, 0.0, 0.2], [0.0, -0.1, 0.3], [0.7, 0.1, -0.1], [0.0, -0.5, 0.0], [0.4, -0.2, 0.1], [0.0, -0.7, 0.0], [-0.2, 0.4, -0.3]],
  "lowdin_charge": [-0.26, -0.36, 0.14, 0.09, -0.30, -0.19, -0.27, 0.81, -0.21, -0.26, -0.31, -0.30, -0.27, 0.54, -0.21, 0.13, 0.07, 0.08, -0.06, 0.14, -0.20, -0.27, -0.20, 0.06, 0.09, -0.07, 0.09, -0.21, -0.09, 0.42, -0.24, -0.32, -0.21, -0.18, 0.54, -0.16, 0.09, 0.43, -0.26, -0.19, 0.09, 0.13, 0.39, 0.68, -0.22, -0.27, 0.09],
  "homo_energy_ev": -7.29,
  "orbital_gap_ev": 9.17,
  "spin_multiplicity": 1,
  "total_charge": -1,
  "de_lowest_kj_mol": 0.00
}